(w)
# C4H16NO2

3 unconnected molecules or ions with the total composition C4H16NO2 (ωB97M-V with the def2-TZVPD basis set, the Open Molecules 2025 dataset).

## Properties
- Frontier orbital gap: 12.416 eV
- Lowest unoccupied orbital energy: -2.7 eV
- Molecular weight: 110.2 g/mol

Structure (ORCA input):
```
! RIJCOSX wB97M-V def2-TZVPD def2/J DEFGRID3
* xyz 1 1
C -1.799 0.817 -1.074
C -0.543 0.845 -0.204
N -0.254 -0.653 0.138
C 0.699 -1.201 -0.933
C 0.855 -2.737 -0.875
H -2.507 1.642 -1.047
H -2.443 -0.050 -1.023
H -1.643 0.955 -2.301
H 0.174 1.193 -0.838
H -0.721 1.622 0.567
H -1.126 -1.175 0.112
H 0.094 -0.746 1.113
H 1.611 -0.666 -0.748
H 0.310 -0.884 -1.837
H 0.024 -3.540 -0.984
H 1.571 -2.841 -1.632
H 1.399 -2.896 0.032
H 1.489 -0.434 3.381
H 0.103 -0.060 3.897
O 0.565 -0.572 3.348
H 0.574 4.202 0.951
H 0.986 3.818 -0.410
O 0.582 3.361 0.367
*
```

In elementary charge units, the Mulliken charges are:
1 C -1.154
2 C -0.177
3 N -0.074
4 C -0.592
5 C -1.190
6 H 0.387
7 H 0.337
8 H 0.264
9 H 0.267
10 H 0.280
11 H 0.374
12 H 0.305
13 H 0.453
14 H 0.447
15 H 0.334
16 H 0.376
17 H 0.380
18 H 0.321
19 H 0.286
20 O -0.620
21 H 0.318
22 H 0.303
23 O -0.626

---

(x)
# C4H16NO2

A molecular structure, C4H16NO2 (ωB97M-V with the def2-TZVPD basis set, the Open Molecules 2025 dataset).

## Properties
- Frontier orbital gap: 1.790 eV
- Lowest unoccupied orbital energy: -10.3 eV
- Molecular weight: 110.2 g/mol

Structure (ORCA input):
```
! RIJCOSX wB97M-V def2-TZVPD def2/J DEFGRID3
* xyz 1 1
C -5.811 1.621 -0.979
C -5.818 0.343 -0.156
C -4.965 0.434 1.104
C -4.990 -0.849 1.926
N -3.078 -1.744 -0.286
H -6.096 2.518 -0.357
H -4.757 1.870 -1.314
H -6.437 1.483 -1.875
H -6.874 0.072 0.087
H -5.188 1.324 1.714
H -3.887 0.535 0.763
H -4.668 -1.662 1.254
H -5.977 -1.063 2.339
H -4.292 -0.821 2.770
H -5.371 -0.468 -0.752
H -3.270 -2.479 -0.971
H -2.243 -1.886 0.250
H 22.737 0.312 0.422
H 23.715 0.536 -0.581
O 24.171 -0.056 0.049
H -2.997 -0.701 -0.875
H -2.305 0.539 -1.905
O -3.078 0.412 -1.330
*
```

In elementary charge units, the Mulliken charges are:
1 C -1.044
2 C -0.166
3 C -0.164
4 C -1.125
5 N -0.342
6 H 0.341
7 H 0.210
8 H 0.346
9 H 0.434
10 H 0.468
11 H 0.144
12 H 0.277
13 H 0.366
14 H 0.354
15 H 0.177
16 H 0.338
17 H 0.329
18 H 0.312
19 H 0.269
20 O -0.581
21 H 0.208
22 H 0.314
23 O -0.466

---

Short version: (x) is the least stable of them.

---

(w)
# C4H16NO2

3 unconnected molecules or ions with the total composition C4H16NO2 (ωB97M-V with the def2-TZVPD basis set, the Open Molecules 2025 dataset).

## Properties
- Frontier orbital gap: 12.609 eV
- Lowest unoccupied orbital energy: -3.1 eV
- Molecular weight: 110.2 g/mol

Structure (ORCA input):
```
! RIJCOSX wB97M-V def2-TZVPD def2/J DEFGRID3
* xyz 1 1
C 1.721 0.032 1.475
C 0.666 0.758 0.615
C 1.162 1.295 -0.754
C 0.427 2.583 -1.224
N -0.267 -0.419 0.237
H 2.481 0.766 1.793
H 2.230 -0.717 0.812
H 1.417 -0.507 2.397
H 0.032 1.435 1.170
H 2.273 1.451 -0.615
H 1.041 0.487 -1.509
H 0.784 2.880 -2.225
H -0.623 2.315 -1.308
H 0.572 3.345 -0.464
H -0.863 -0.195 -0.570
H 0.208 -1.274 -0.155
H -0.936 -0.800 0.893
H -0.095 -2.515 -2.706
H -1.113 -2.658 -1.690
O -0.186 -2.263 -1.772
H -3.537 -1.164 1.082
H -2.599 -1.126 2.522
O -2.709 -1.108 1.554
*
```

In elementary charge units, the Mulliken charges are:
1 C -1.428
2 C 0.261
3 C -0.618
4 C -1.130
5 N -0.403
6 H 0.360
7 H 0.396
8 H 0.376
9 H 0.450
10 H 0.359
11 H 0.325
12 H 0.360
13 H 0.290
14 H 0.346
15 H 0.371
16 H 0.485
17 H 0.271
18 H 0.321
19 H 0.323
20 O -0.667
21 H 0.294
22 H 0.315
23 O -0.657

---

(x)
# C4H16NO2

3 unconnected molecules or ions with the total composition C4H16NO2 (ωB97M-V with the def2-TZVPD basis set, the Open Molecules 2025 dataset).

## Properties
- Frontier orbital gap: 12.985 eV
- Lowest unoccupied orbital energy: -2.7 eV
- Molecular weight: 110.2 g/mol

Structure (ORCA input):
```
! RIJCOSX wB97M-V def2-TZVPD def2/J DEFGRID3
* xyz 1 1
C -0.185 -0.794 2.638
C 0.243 -0.357 1.242
N -0.975 -0.324 0.332
C -1.916 0.832 0.568
C 1.292 -1.246 0.599
H -0.625 -1.802 2.587
H 0.749 -0.880 3.190
H -0.954 -0.263 3.185
H 0.605 0.671 1.288
H -1.517 -1.187 0.302
H -0.628 -0.154 -0.645
H -2.123 0.856 1.633
H -2.789 0.616 -0.038
H -1.450 1.773 0.297
H 1.000 -2.294 0.679
H 1.715 -0.877 -0.316
H 2.093 -1.248 1.357
H 0.641 0.774 -2.561
H -0.485 -0.239 -2.808
O -0.006 0.224 -2.110
H 1.220 2.528 -3.815
H 2.438 1.674 -4.072
O 1.658 1.716 -3.532
*
```

In elementary charge units, the Mulliken charges are:
1 C -1.340
2 C 0.394
3 N -0.093
4 C -0.873
5 C -1.341
6 H 0.367
7 H 0.358
8 H 0.391
9 H 0.207
10 H 0.454
11 H 0.334
12 H 0.339
13 H 0.376
14 H 0.315
15 H 0.392
16 H 0.382
17 H 0.393
18 H 0.342
19 H 0.283
20 O -0.649
21 H 0.311
22 H 0.309
23 O -0.650

---

Short version: (w) is the least stable of them.